Record 1
61
Properties=species:S:1:pos:R:3:mulliken_charge:R:1 method="wB97M-V/def2-TZVPD" lumo_energy_ev=-1.32 total_energy_ha=-2006.7258 smiles="COCCCCCCCCCCCCN1C(=O)c2ccc(OC#N)c([PH2]=S)c2C1=O" total_charge=0 molar_mass_g_mol=450.54 homo_lumo_gap_ha=0.280
C 4.14668 -2.55673 2.07268 -0.471
O 4.76314 -1.34051 2.54848 -0.354
C 5.54099 -0.76342 1.48930 -0.469
C 5.06636 0.73543 1.29772 -0.753
C 3.55321 0.83176 0.78184 0.498
C 3.53172 1.83353 -0.44273 -0.936
C 2.20669 1.70891 -1.33795 -0.506
C 2.59858 1.12951 -2.75743 -0.858
C 1.75332 -0.12727 -3.22416 -0.642
C 1.59373 -1.25865 -2.13973 -0.171
C 0.25634 -2.09547 -2.24607 -0.805
C -1.03237 -1.19708 -2.36777 -0.395
C -2.33086 -1.82118 -1.72159 -0.468
C -3.41310 -0.68514 -1.65907 -0.739
N -4.68170 -1.05630 -0.96142 -0.007
C -4.58435 -1.88530 0.20642 -0.046
O -4.73866 -3.06395 0.34691 -0.495
C -4.22605 -0.93458 1.39494 0.274
C -3.68984 -1.18556 2.72358 -0.673
C -3.47022 -0.00628 3.57231 -0.344
C -3.75186 1.36563 3.08729 0.429
O -3.46965 2.44537 3.96020 -0.365
C -2.10361 2.51881 3.99366 0.453
N -0.95898 2.58694 3.95582 -0.377
C -4.30420 1.61375 1.75468 0.190
P -4.70103 3.27526 1.01345 0.162
S -4.60943 4.78881 2.22387 -0.371
C -4.54613 0.42744 0.92924 0.212
C -5.13760 0.26666 -0.50262 0.220
O -5.81308 0.97863 -1.18290 -0.485
H 3.87292 -3.16595 2.97353 0.245
H 3.22675 -2.24307 1.49478 0.143
H 4.83510 -3.18242 1.44315 0.275
H 5.43552 -1.31656 0.51727 0.321
H 6.64803 -0.72302 1.72145 0.308
H 5.20367 1.23547 2.29397 0.329
H 5.79152 1.20986 0.58439 0.381
H 2.99978 1.33894 1.62041 0.179
H 3.16010 -0.18787 0.54502 -0.443
H 4.46808 1.66774 -1.03217 0.410
H 3.61086 2.87271 -0.01237 0.254
H 1.82607 2.76679 -1.42639 0.530
H 1.40753 1.13580 -0.80492 0.299
H 3.69635 0.92252 -2.87580 0.384
H 2.37340 1.94791 -3.50521 0.316
H 0.79391 0.25705 -3.65271 0.240
H 2.31606 -0.58947 -4.08777 0.369
H 2.43496 -1.99312 -2.32094 0.416
H 1.71798 -0.91527 -1.08013 -0.180
H 0.18644 -2.76881 -1.34738 0.344
H 0.34536 -2.70906 -3.19157 0.337
H -0.82774 -0.24004 -1.79532 0.106
H -1.23329 -0.94330 -3.43779 0.324
H -2.11333 -2.32482 -0.74588 0.416
H -2.67746 -2.63302 -2.42629 0.241
H -3.69444 -0.45580 -2.72816 0.236
H -2.92040 0.25137 -1.27115 0.356
H -3.47944 -2.22672 3.05268 0.452
H -3.08133 -0.12635 4.61223 0.414
H -5.99844 3.27096 0.41033 0.150
H -3.77854 3.47946 -0.06618 0.142


Record 2
65
Properties=species:S:1:pos:R:3:mulliken_charge:R:1 method="wB97M-V/def2-TZVPD" lumo_energy_ev=0.08 total_energy_ha=-3090.5200 total_charge=0 molar_mass_g_mol=617.50 homo_lumo_gap_ha=0.338 de_lowest_ev=0.000
N 2.61272 -3.85275 -2.87053 -0.668
C 2.57764 -2.59967 -3.62314 -0.757
C 2.62807 -1.29535 -2.78157 0.469
O 3.86440 -0.60485 -2.92593 -0.542
C 1.44244 -0.38034 -3.09566 -0.687
O 1.06280 0.50019 -1.99648 -0.153
S 0.51980 -0.25517 -0.70798 0.739
O 0.95813 0.53038 0.40940 -0.540
O -1.18323 0.25199 -0.83339 -0.257
S -2.10549 -0.82515 -1.49007 0.954
O -2.97974 -1.39478 -0.52310 -0.462
O -1.31531 -1.68588 -2.32841 -0.679
C -3.05491 0.25826 -2.64478 0.624
F -3.59270 1.26891 -1.96748 -0.231
F -2.12044 0.76453 -3.46885 -0.254
C -4.14395 -0.44739 -3.55029 0.548
F -5.02382 0.51254 -3.91059 -0.289
F -3.48954 -0.87490 -4.64667 -0.263
C -4.98900 -1.66571 -3.05724 0.566
F -4.17720 -2.69522 -2.79987 -0.219
F -5.75722 -2.00039 -4.11830 -0.294
C -5.96663 -1.40096 -1.84894 0.650
F -5.61436 -0.30945 -1.16757 -0.229
F -5.97709 -2.44206 -1.03327 -0.242
F -7.19679 -1.20779 -2.30462 -0.259
H 3.26049 -3.79832 -2.09198 0.253
H 1.69925 -4.06638 -2.48766 0.286
H 3.42098 -2.58948 -4.32216 0.329
H 1.66584 -2.62964 -4.22971 0.368
H 2.61312 -1.59374 -1.72777 0.308
H 3.94524 -0.29384 -3.83640 0.377
H 0.57433 -0.94814 -3.43686 0.241
H 1.72502 0.30843 -3.89751 0.348
C 5.83653 2.32138 2.68656 -0.685
O 5.48272 3.66810 2.43564 -0.375
C 6.04641 4.19227 1.24534 -0.477
C 5.05088 4.20699 0.10667 -0.547
O 4.68115 2.89878 -0.28828 -0.324
C 3.41892 2.48717 0.21106 -0.688
H 5.21436 1.97084 3.50825 0.246
H 5.66299 1.68978 1.81197 0.285
H 6.88831 2.24337 2.98381 0.324
H 6.93178 3.61730 0.95516 0.312
H 6.36272 5.21891 1.45520 0.375
H 5.51197 4.69699 -0.75722 0.378
H 4.16762 4.78711 0.39344 0.324
H 2.60839 3.01185 -0.30545 0.343
H 3.33648 2.66660 1.28579 0.357
H 3.32515 1.42305 0.01971 0.144
C -1.75950 -0.90070 2.61887 -0.622
O -1.60367 -1.47881 3.90192 -0.409
C -1.71476 -0.54402 4.96135 -0.474
C -3.07650 -0.59771 5.61676 -0.494
O -4.10451 -0.17836 4.73506 -0.383
C -4.82949 -1.24695 4.15647 -0.703
H -1.85824 -1.71372 1.90158 0.210
H -2.65698 -0.27916 2.56575 0.344
H -0.88788 -0.29068 2.35572 0.247
H -1.51513 0.47019 4.60105 0.296
H -0.95251 -0.79515 5.70554 0.401
H -3.08353 0.07896 6.47693 0.376
H -3.27327 -1.61116 5.98100 0.304
H -5.47603 -1.72745 4.89919 0.332
H -4.16428 -1.99684 3.72157 0.321
H -5.45295 -0.82681 3.36896 0.226


Record 3
65
Properties=species:S:1:pos:R:3:mulliken_charge:R:1 method="wB97M-V/def2-TZVPD" lumo_energy_ev="2.63 / 1.95" total_energy_ha=-5401.1087 total_charge=-1 molar_mass_g_mol=605.10 homo_lumo_gap_ha="0.295 / 0.273" de_lowest_ev=0.473 spin_multiplicity=5
Co -0.11739 -0.30929 -1.26701 0.446
N -0.70676 1.31570 -2.69121 -0.320
C -1.88101 1.97162 -2.11381 -0.715
C -2.71689 1.01661 -1.24722 0.610
O -3.83695 1.37185 -0.86814 -0.797
N -2.09885 -0.12877 -0.97355 0.623
C -2.70562 -1.00499 -0.00085 -0.907
C -1.68267 -2.06033 0.45538 0.382
O -2.01344 -2.91907 1.26083 -0.761
O -0.52213 -1.96114 -0.10115 -0.201
H -0.87132 0.99162 -3.63269 0.248
H 0.12553 1.89740 -2.66921 0.242
H -1.54874 2.75145 -1.42800 0.116
H -2.52958 2.42803 -2.86451 0.449
H -3.05303 -0.43986 0.87072 0.362
H -3.57442 -1.53587 -0.40619 0.411
C 4.52685 -0.41431 1.57055 -1.136
N 3.90254 -0.28471 0.27164 0.046
C 4.06333 0.90045 -0.54359 -0.274
C 2.81508 0.84997 -1.42549 0.159
O 2.55384 1.61836 -2.32695 -0.710
N 2.07510 -0.23824 -1.04641 0.207
C 2.69549 -0.82796 -0.01735 0.065
N 2.26300 -1.95965 0.54823 -0.258
H 5.54666 -0.03893 1.51362 0.380
H 4.55919 -1.46648 1.85411 0.370
H 3.96428 0.15118 2.31847 0.336
H 4.97196 0.86546 -1.14828 0.364
H 4.03037 1.80911 0.05506 0.237
H 1.26715 -2.15491 0.36677 -0.103
H 2.49803 -2.07923 1.52033 0.329
C 0.43595 -4.55124 -4.29214 -1.415
Ge -0.20628 -3.50885 -2.69677 0.693
C -2.17536 -3.63842 -2.78693 -1.075
C 0.46088 -4.58301 -1.17997 -1.265
C 0.40240 -1.67022 -2.91840 -0.975
H 0.01152 -5.55622 -4.29115 0.364
H 1.52298 -4.64367 -4.26836 0.380
H 0.15467 -4.06504 -5.22744 0.374
H -2.50691 -4.66441 -2.62580 0.358
H -2.54603 -3.30618 -3.75770 0.372
H -2.61559 -3.00690 -2.01592 0.221
H 0.52055 -5.63427 -1.46554 0.457
H -0.20708 -4.48730 -0.32569 0.306
H 1.45217 -4.24723 -0.87418 0.352
H -0.03497 -1.26364 -3.83398 0.372
H 1.48551 -1.63012 -3.02425 0.446
C -2.46311 5.06426 5.24582 -1.399
C -1.76617 4.21803 4.21339 1.121
C -0.62005 4.67812 3.57477 -0.868
C 0.05023 3.87503 2.66454 -0.458
C -0.42603 2.60580 2.38059 -0.554
C -1.58584 2.14667 2.98286 -0.206
C -2.25128 2.95284 3.89200 -0.908
S 0.62836 1.50652 1.43459 1.842
O 0.52905 0.21932 2.09031 -0.801
O 1.94707 2.11755 1.54525 -0.752
O 0.10310 1.52206 0.05583 -0.588
H -1.89290 5.96666 5.46355 0.336
H -2.58751 4.50555 6.17460 0.331
H -3.45378 5.36209 4.89725 0.306
H -0.23790 5.66336 3.81489 0.263
H 0.96612 4.19940 2.19223 0.449
H -1.94464 1.15191 2.75085 0.367
H -3.14873 2.58646 4.37677 0.356


Record 4
14
Properties=species:S:1:pos:R:3:mulliken_charge:R:1 method="wB97M-V/def2-TZVPD" lumo_energy_ev=-4.08 total_energy_ha=-889.4802 total_charge=+1 molar_mass_g_mol=124.04 homo_lumo_gap_ha=0.326 de_lowest_ev=3.212
C -0.52013 0.82312 -1.85368 0.488
N 0.04869 -0.28993 -1.92556 -0.256
N -0.47611 0.75795 0.76787 -0.640
N -0.55996 2.00525 -1.89582 -0.180
P 0.73291 -1.49603 -0.80333 -0.049
P -0.17980 -0.38136 1.88227 0.096
H -0.54056 -0.81916 -2.61193 0.339
H -1.11788 1.52574 0.92907 0.221
H -0.97218 2.77078 -1.48771 0.297
H 1.09284 -1.05450 1.74306 0.127
H 1.22738 -2.31902 -1.83226 0.123
H 1.90713 -0.67282 -0.61421 0.178
H -0.35646 -0.31702 3.19780 0.133
H -0.92560 -1.53850 1.57662 0.124


Record 5
12
Properties=species:S:1:pos:R:3:mulliken_charge:R:1 method="wB97M-V/def2-TZVPD" lumo_energy_ev=0.59 total_energy_ha=-248.4233 smiles="CC=O.C=N" total_charge=0 molar_mass_g_mol=73.09 homo_lumo_gap_ha=0.388 de_lowest_ev=2.809
C -3.09697 -0.23161 1.15534 -0.218
N -3.62561 -0.67090 2.26105 -0.472
H -3.57837 -0.68516 0.24082 0.243
H -2.32140 0.55278 1.01910 0.212
H -3.11119 -0.33776 3.04852 0.234
O 3.52853 -0.52085 -2.32936 -0.474
C 2.68898 -0.49069 -1.41417 0.178
C 1.90585 0.75186 -0.76975 -0.662
H 2.17218 -1.49962 -1.14376 0.240
H 2.57355 1.09556 -0.00952 0.258
H 1.97796 1.51856 -1.60013 0.242
H 0.88649 0.51785 -0.45813 0.220